A molecular structure, C38H41BClN8O3PSr. Source: OMol25; level of theory: ωB97M-V/def2-TZVPD.

Results
**DFT total energy**: -81457.6041 eV
**LUMO energy (spin up / spin down)**: -0.0974 / -0.2267 Eh
**M**: 822.7 g mol⁻¹
**Total charge**: +1
**Largest force on an atom**: 2.4 eV/Å
**Highest occupied orbital energy (spin up / spin down)**: -10.67 / -10.67 eV
**Kohn-Sham gap (spin up / spin down)**: 8.0 / 4.5 eV
**Relative energy (zero: lowest compared OMol25 entry of this formula, charge and spin)**: 21.0 kcal per mole
**Multiplicity**: 2

Last column: Löwdin spin population.
Element x y z (Å)
Sr: 0.224 -0.844 -0.124  0.00
C: -2.851 -2.934 0.976  0.00
C: -2.396 -1.819 1.862  0.00
C: -3.081 -1.223 2.928  0.00
C: -2.208 -0.285 3.433  0.00
N: -1.073 -0.325 2.712  0.00
N: -1.190 -1.276 1.736  0.00
B: 0.278 0.475 2.829  0.00
N: 0.425 1.511 1.632  0.00
C: -0.050 2.769 1.638  0.00
C: 0.276 3.373 0.444  0.00
C: 0.972 2.386 -0.270  0.00
C: 1.553 2.446 -1.645  0.00
N: 1.062 1.276 0.452  0.00
N: 1.460 -0.535 2.811  0.00
C: 2.251 -0.864 3.853  0.00
C: 3.107 -1.862 3.455  0.00
C: 2.768 -2.107 2.116  0.00
C: 3.387 -3.063 1.149  0.00
N: 1.776 -1.313 1.738  0.00
N: 0.371 1.312 4.096  0.00
C: 1.384 2.175 4.353  0.00
C: 1.178 2.715 5.595  0.00
C: -0.019 2.117 6.045  0.00
C: -0.736 2.340 7.340  0.00
N: -0.496 1.276 5.144  0.00
H: -3.863 -2.755 0.609  0.00
H: -2.866 -3.876 1.524  0.00
H: -2.198 -3.054 0.113  0.00
H: -4.065 -1.465 3.295  0.00
H: -2.282 0.374 4.280  0.00
H: -0.554 3.159 2.507  0.00
H: 0.083 4.390 0.148  0.00
H: 1.982 3.427 -1.845  0.00
H: 0.795 2.255 -2.410  0.00
H: 2.343 1.703 -1.750  0.00
H: 2.151 -0.370 4.805  0.00
H: 3.864 -2.347 4.046  0.00
H: 3.528 -4.044 1.601  0.00
H: 4.362 -2.707 0.814  0.00
H: 2.758 -3.180 0.265  0.00
H: 2.178 2.330 3.641  0.00
H: 1.792 3.430 6.113  0.00
H: -0.105 2.887 8.038  0.00
H: -1.014 1.391 7.797  0.00
H: -1.650 2.918 7.193  0.00
C: 1.207 -3.942 -2.649  0.00
P: 1.463 -2.128 -2.689  0.00
C: 3.255 -1.963 -3.013  0.00
C: 4.120 -3.055 -2.995  0.00
C: 5.492 -2.879 -3.123  0.00
C: 6.023 -1.609 -3.273  0.00
C: 5.177 -0.509 -3.275  0.00
C: 3.810 -0.686 -3.131  0.00
C: 0.613 -1.675 -4.251  0.00
C: -0.602 -2.292 -4.554  0.00
C: -1.341 -1.906 -5.662  0.00
C: -0.887 -0.888 -6.487  0.00
C: 0.322 -0.271 -6.201  0.00
C: 1.063 -0.660 -5.094  0.00
H: 1.832 -4.382 -1.872  0.00
H: 1.433 -4.409 -3.608  0.00
H: 0.171 -4.152 -2.384  0.00
H: 3.737 -4.061 -2.898  0.00
H: 6.144 -3.742 -3.111  0.00
H: 7.091 -1.474 -3.377  0.00
H: 5.581 0.489 -3.377  0.00
H: 3.176 0.190 -3.081  0.00
H: -0.988 -3.082 -3.924  0.00
H: -2.272 -2.412 -5.885  0.00
H: -1.463 -0.586 -7.352  0.00
H: 0.702 0.507 -6.850  0.00
H: 2.015 -0.183 -4.921  0.00
C: -2.849 2.978 -1.898  0.01
C: -3.425 2.759 -0.535  0.12
C: -3.293 3.724 0.428  0.00
C: -3.886 3.587 1.691  0.21
Cl: -3.633 4.783 2.864  0.11
C: -4.714 2.485 2.008  0.03
C: -4.869 1.511 1.079  0.09
C: -4.170 1.579 -0.169  0.18
O: -4.361 0.520 -0.925  0.17
C: -3.443 -0.002 -1.906  0.01
C: -2.061 -0.244 -1.283  0.01
O: -1.441 -1.251 -1.690  0.01
O: -1.652 0.598 -0.447  0.03
H: -2.674 4.041 -2.049  0.00
H: -3.520 2.634 -2.685  0.00
H: -1.895 2.456 -1.990  0.01
H: -2.729 4.621 0.212  0.00
H: -5.185 2.425 2.978  0.00
H: -5.468 0.633 1.267  0.00
H: -3.338 0.675 -2.755  0.00
H: -3.878 -0.938 -2.238  0.00